(1)
The following is a DFT calculation (ωB97M-V/def2-TZVPD) of a molecular structure, C34H12F15GeHgN3O2S in a non-equilibrium geometry.

```
69
C34H12F15GeHgN3O2S, DFT ωB97M-V/def2-TZVPD
Hg 15.83 10.09 13.07
C 12.06 10.45 8.10
O 10.91 11.19 8.58
C 10.49 10.91 9.83
C 11.03 10.04 10.75
C 10.57 10.01 12.02
C 9.52 10.77 12.44
C 8.89 11.62 11.53
C 9.36 11.69 10.17
N 8.83 10.78 13.69
N 9.36 10.39 14.80
C 10.75 10.02 14.85
C 11.06 8.64 15.24
C 12.30 8.09 14.83
C 13.36 8.97 14.35
O 14.42 8.44 13.77
C 13.14 10.36 14.39
N 14.16 11.13 13.91
C 13.86 12.40 13.41
C 12.73 12.99 13.61
C 11.58 12.39 14.18
C 11.78 10.88 14.56
H 12.11 10.61 7.08
H 11.92 9.39 8.23
H 12.98 10.73 8.61
H 11.81 9.34 10.54
H 11.05 9.30 12.68
H 8.08 12.18 11.74
H 8.94 12.32 9.37
H 10.21 7.83 15.46
H 12.35 7.06 14.94
H 14.56 13.12 12.91
H 12.43 14.27 13.25
H 10.53 12.73 14.24
F 21.15 9.17 12.00
C 21.61 10.02 12.87
C 20.84 10.49 13.97
C 21.55 11.34 14.87
F 20.93 11.72 15.98
C 22.87 11.73 14.71
F 23.39 12.49 15.65
C 23.56 11.30 13.61
F 24.82 11.66 13.38
C 22.91 10.51 12.64
F 23.47 10.10 11.53
Ge 18.93 10.04 14.20
S 18.00 9.74 12.23
C 18.19 11.61 15.20
C 17.97 12.80 14.51
F 18.44 12.92 13.24
C 17.23 13.90 15.04
F 17.09 14.98 14.27
C 16.67 13.74 16.28
F 16.09 14.77 16.85
C 16.81 12.54 16.98
F 16.07 12.38 18.07
C 17.56 11.50 16.44
F 17.76 10.47 17.24
C 18.86 8.37 15.16
C 17.70 7.88 15.67
F 16.56 8.54 15.69
C 17.62 6.61 16.26
F 16.48 6.13 16.69
C 18.75 5.83 16.38
F 18.72 4.62 16.97
C 19.94 6.26 15.85
F 21.07 5.55 16.00
C 19.94 7.49 15.16
F 21.12 7.87 14.73
```

Output
Charge   -1
Spin multiplicity   2
Maximum force   0.1764 hartree/bohr
Gap between HOMO and LUMO (alpha / beta)   0.1722 / 0.2109 Eh

Atomic partial charges in e from the Mulliken method, atoms 1 to 5: number 1, Hg, carries 1.412; number 2, C, carries -0.824; number 3, O, carries -0.468; number 4, C, carries 1.047; number 5, C, carries -0.702



(2)
The following is a DFT calculation (ωB97M-V/def2-TZVPD) of 8 unconnected molecules or ions with the total composition H17O8 in a non-equilibrium geometry.

```
25
H17O8, DFT ωB97M-V/def2-TZVPD
O 38.78 15.45 52.88
H 38.57 15.97 53.72
H 39.68 15.02 52.90
H 38.91 16.05 52.18
O 41.36 14.64 53.04
H 42.08 15.12 52.79
H 41.79 13.76 53.48
O 38.46 17.76 51.37
H 37.97 18.48 51.69
H 39.16 17.85 50.68
O 40.25 17.14 55.20
H 41.01 17.29 54.73
H 39.98 17.93 55.60
O 38.00 13.70 50.70
H 37.42 13.70 49.94
H 38.68 14.39 50.21
O 40.45 15.30 50.14
H 41.28 15.29 50.60
H 40.58 16.15 49.58
O 39.23 14.53 55.02
H 38.45 14.50 55.52
H 39.45 15.46 55.09
O 37.37 16.94 54.36
H 36.56 16.95 54.59
H 37.80 17.49 54.97
```

Output
Charge   +1
Energy relative to the best compared isomer or geometry (same formula, charge and spin)   328.5 kJ/mol
Maximum force   0.1965 hartree/bohr
Gap between HOMO and LUMO   0.3754 Eh

Atomic partial charges in e from the Mulliken method, atoms 1 to 5: number 1, O, carries -0.155; number 2, H, carries 0.451; number 3, H, carries 0.477; number 4, H, carries 0.337; number 5, O, carries -0.622



(3)
The following is a DFT calculation (ωB97M-V/def2-TZVPD) of 2 unconnected molecules or ions with the total composition C12H27N2O2S2.

```
45
C12H27N2O2S2, DFT ωB97M-V/def2-TZVPD
N 2.36 0.56 -0.19
C 1.29 -0.42 -0.12
C 1.58 -1.63 -1.00
C 0.60 -2.81 -0.80
C -0.89 -2.43 -0.93
C -1.70 -2.70 0.35
C -2.91 -1.79 0.63
C -2.52 -0.32 0.91
N -3.40 0.58 0.10
C -3.32 0.26 -1.37
S -4.08 1.66 -2.24
C -3.85 -1.18 -1.58
S -5.49 -1.34 -2.32
O -3.96 -1.85 -0.33
H 2.40 1.12 0.65
H 3.26 0.09 -0.27
H 1.09 -0.76 0.91
H 0.37 0.07 -0.48
H 1.59 -1.33 -2.05
H 2.58 -1.99 -0.76
H 0.84 -3.57 -1.54
H 0.78 -3.26 0.17
H -1.34 -2.99 -1.75
H -0.97 -1.38 -1.21
H -1.05 -2.61 1.22
H -2.07 -3.73 0.35
H -3.39 -2.17 1.53
H -1.50 -0.09 0.62
H -2.66 -0.07 1.96
H -3.10 1.55 0.22
H -4.37 0.52 0.41
H -2.25 0.30 -1.59
H -3.26 1.59 -3.29
H -3.14 -1.68 -2.24
H -5.06 -1.78 -3.50
C 3.97 4.57 2.12
C 4.32 3.10 2.05
O 3.49 2.24 2.23
C 5.75 2.77 1.74
H 2.91 4.69 2.35
H 4.57 5.06 2.89
H 4.19 5.05 1.17
H 6.41 3.21 2.49
H 6.04 3.20 0.77
H 5.89 1.69 1.72
```

Output
Charge   +1
Maximum force   0.0045 hartree/bohr
Gap between HOMO and LUMO   0.3097 Eh

Atomic partial charges in e from the Mulliken method, atoms 1 to 5: number 1, N, carries -0.679; number 2, C, carries 0.294; number 3, C, carries -0.619; number 4, C, carries -1.171; number 5, C, carries 0.197



(4)
The following is a DFT calculation (ωB97M-V/def2-TZVPD) of a molecular structure, C15H23N5O3SeW in a non-equilibrium geometry.

```
48
C15H23N5O3SeW, DFT ωB97M-V/def2-TZVPD
W -0.44 0.98 -0.07
C -2.10 2.52 0.63
C -2.78 1.31 0.72
C -2.16 0.21 1.35
C -1.04 0.46 2.19
C -0.46 1.72 2.26
C -0.87 2.71 1.35
H -2.49 3.32 0.02
H -3.69 1.16 0.15
H -2.60 -0.77 1.32
H -0.64 -0.35 2.78
H 0.42 1.89 2.88
H -0.36 3.66 1.29
N 0.26 -1.08 0.12
C 1.52 -1.19 0.90
C 2.32 0.06 0.65
O 3.51 0.15 0.76
N 1.51 1.12 0.23
C 2.18 2.29 -0.31
C 1.19 3.00 -1.24
O 1.30 4.09 -1.68
O 0.11 2.19 -1.47
H -0.43 -1.82 0.38
H 0.48 -1.33 -0.85
H 2.11 -2.06 0.61
H 1.29 -1.29 1.96
H 3.09 2.01 -0.85
H 2.49 3.01 0.46
C 0.43 -0.41 -4.61
N -0.43 0.77 -4.53
C -0.43 1.78 -5.47
C -1.35 2.69 -5.07
N -1.91 2.22 -3.91
C -2.90 2.96 -3.13
C -1.33 1.06 -3.57
Se -1.71 -0.05 -2.08
H 0.48 -0.72 -5.65
H 0.00 -1.21 -4.02
H 1.42 -0.17 -4.26
H 0.20 1.75 -6.33
H -1.67 3.61 -5.52
H -3.57 3.46 -3.82
H -2.39 3.68 -2.50
H -3.47 2.25 -2.54
N -1.77 -3.22 0.32
H -1.51 -3.79 -0.48
H -2.77 -3.06 0.21
H -1.68 -3.84 1.12
```

Output
Charge   +2
Energy relative to the best compared isomer or geometry (same formula, charge and spin)   0.0 kJ/mol
Maximum force   0.0217 hartree/bohr
Gap between HOMO and LUMO   0.2774 Eh

Atomic partial charges in e from the Mulliken method, atoms 1 to 5: number 1, W, carries 0.882; number 2, C, carries 0.020; number 3, C, carries -0.688; number 4, C, carries -0.319; number 5, C, carries -0.622



Which of these has the highest maximum force? H17O8



What is the maximum force in the first record? 0.1764 hartree/bohr



What did the first record say?
The following is a DFT calculation (ωB97M-V/def2-TZVPD) of a molecular structure, C34H12F15GeHgN3O2S in a non-equilibrium geometry.

```
69
C34H12F15GeHgN3O2S, DFT ωB97M-V/def2-TZVPD
Hg 15.83 10.09 13.07
C 12.06 10.45 8.10
O 10.91 11.19 8.58
C 10.49 10.91 9.83
C 11.03 10.04 10.75
C 10.57 10.01 12.02
C 9.52 10.77 12.44
C 8.89 11.62 11.53
C 9.36 11.69 10.17
N 8.83 10.78 13.69
N 9.36 10.39 14.80
C 10.75 10.02 14.85
C 11.06 8.64 15.24
C 12.30 8.09 14.83
C 13.36 8.97 14.35
O 14.42 8.44 13.77
C 13.14 10.36 14.39
N 14.16 11.13 13.91
C 13.86 12.40 13.41
C 12.73 12.99 13.61
C 11.58 12.39 14.18
C 11.78 10.88 14.56
H 12.11 10.61 7.08
H 11.92 9.39 8.23
H 12.98 10.73 8.61
H 11.81 9.34 10.54
H 11.05 9.30 12.68
H 8.08 12.18 11.74
H 8.94 12.32 9.37
H 10.21 7.83 15.46
H 12.35 7.06 14.94
H 14.56 13.12 12.91
H 12.43 14.27 13.25
H 10.53 12.73 14.24
F 21.15 9.17 12.00
C 21.61 10.02 12.87
C 20.84 10.49 13.97
C 21.55 11.34 14.87
F 20.93 11.72 15.98
C 22.87 11.73 14.71
F 23.39 12.49 15.65
C 23.56 11.30 13.61
F 24.82 11.66 13.38
C 22.91 10.51 12.64
F 23.47 10.10 11.53
Ge 18.93 10.04 14.20
S 18.00 9.74 12.23
C 18.19 11.61 15.20
C 17.97 12.80 14.51
F 18.44 12.92 13.24
C 17.23 13.90 15.04
F 17.09 14.98 14.27
C 16.67 13.74 16.28
F 16.09 14.77 16.85
C 16.81 12.54 16.98
F 16.07 12.38 18.07
C 17.56 11.50 16.44
F 17.76 10.47 17.24
C 18.86 8.37 15.16
C 17.70 7.88 15.67
F 16.56 8.54 15.69
C 17.62 6.61 16.26
F 16.48 6.13 16.69
C 18.75 5.83 16.38
F 18.72 4.62 16.97
C 19.94 6.26 15.85
F 21.07 5.55 16.00
C 19.94 7.49 15.16
F 21.12 7.87 14.73
```

Output
Charge   -1
Spin multiplicity   2
Maximum force   0.1764 hartree/bohr
Gap between HOMO and LUMO (alpha / beta)   0.1722 / 0.2109 Eh

Atomic partial charges in e from the Mulliken method, atoms 1 to 5: number 1, Hg, carries 1.412; number 2, C, carries -0.824; number 3, O, carries -0.468; number 4, C, carries 1.047; number 5, C, carries -0.702



The lowest charge belongs to which entry? C34H12F15GeHgN3O2S